{
  "formula": "C67H59NP3S3SiTi",
  "method": "ωB97M-V with the def2-TZVPD basis set",
  "total_charge": 1,
  "multiplicity": 3,
  "homo_ev": [-9.734, -10.086],
  "s_squared": 2.014,
  "gap_ev": [6.785, 5.332],
  "symbols": ["Ti", "C", "C", "C", "C", "C", "C", "P", "C", "C", "C", "C", "C", "C", "C", "C", "C", "C", "C", "C", "Si", "C", "C", "C", "C", "C", "C", "P", "C", "C", "C", "C", "C", "C", "C", "C", "C", "C", "C", "C", "C", "C", "C", "C", "C", "C", "P", "C", "C", "C", "C", "C", "C", "C", "C", "C", "C", "C", "C", "H", "H", "H", "H", "H", "H", "H", "H", "H", "H", "H", "H", "H", "H", "H", "H", "H", "H", "H", "H", "H", "H", "H", "H", "H", "H", "H", "H", "H", "H", "H", "H", "H", "H", "H", "H", "H", "H", "H", "H", "H", "H", "C", "C", "S", "C", "C", "S", "C", "C", "S", "H", "H", "H", "H", "H", "H", "H", "H", "H", "H", "H", "H", "N", "C", "C", "C", "C", "C", "C", "C", "H", "H", "H", "H", "H"],
  "coordinates": [[-0.97175, -0.14940, 0.57792], [0.63392, 5.31395, 3.38939], [1.85553, 4.74373, 3.06954], [1.93890, 3.39661, 2.73797], [0.79285, 2.61521, 2.72948], [-0.43279, 3.18670, 3.07859], [-0.51205, 4.53068, 3.40078], [0.74589, 0.81277, 2.42912], [0.60268, 0.32290, 4.19927], [-0.06474, -0.85637, 4.51264], [-0.17422, -1.29221, 5.82262], [0.36221, -0.52877, 6.84698], [0.98077, 0.67767, 6.55371], [1.10138, 1.10616, 5.24138], [2.47448, 0.34494, 1.99439], [3.51086, 0.53010, 2.90720], [4.80441, 0.13979, 2.59786], [5.07391, -0.45090, 1.37339], [4.04638, -0.66122, 0.46924], [2.74046, -0.27236, 0.75884], [1.37026, -0.76998, -0.47253], [1.58605, -0.12082, -2.25847], [1.47261, -1.03979, -3.31040], [1.56855, -0.64727, -4.63230], [1.80478, 0.67893, -4.94328], [1.94228, 1.60741, -3.92834], [1.81683, 1.23504, -2.59048], [2.04902, 2.50028, -1.28681], [1.45923, 3.97152, -2.23535], [2.20546, 5.11703, -2.49968], [1.64360, 6.17516, -3.20437], [0.33111, 6.11136, -3.64428], [-0.41730, 4.96951, -3.39491], [0.14228, 3.91080, -2.70046], [3.88081, 2.67045, -1.40342], [4.50463, 3.75173, -0.77702], [5.88577, 3.85857, -0.74325], [6.67229, 2.87767, -1.32858], [6.06642, 1.80114, -1.95533], [4.68373, 1.69340, -1.98868], [1.40117, -2.67455, -0.62368], [2.31771, -3.31676, -1.46053], [2.26502, -4.68605, -1.66065], [1.29051, -5.44525, -1.02967], [0.40942, -4.83717, -0.15184], [0.46287, -3.46116, 0.05255], [-0.42824, -2.65140, 1.43506], [-1.98896, -3.57315, 1.65911], [-2.54201, -3.59409, 2.94178], [-3.74243, -4.24028, 3.17997], [-4.41985, -4.85417, 2.13488], [-3.89517, -4.80875, 0.85304], [-2.68780, -4.16713, 0.61178], [0.65650, -3.48342, 2.68529], [0.37847, -4.74793, 3.19735], [1.30735, -5.39543, 3.99821], [2.52176, -4.79493, 4.29307], [2.80252, -3.53333, 3.79177], [1.87472, -2.88524, 2.99405], [0.57626, 6.36295, 3.64980], [2.75402, 5.34869, 3.08961], [2.89940, 2.96057, 2.50590], [-1.31567, 2.55490, 3.13479], [-1.46584, 4.96846, 3.66742], [-0.52848, -1.41929, 3.72187], [-0.68410, -2.22158, 6.04410], [0.28498, -0.86239, 7.87341], [1.36820, 1.29511, 7.35376], [1.56541, 2.06373, 5.04288], [3.30394, 0.95667, 3.88015], [5.59871, 0.28059, 3.31926], [6.08113, -0.76314, 1.12977], [4.26082, -1.15257, -0.47377], [1.27999, -2.08136, -3.09050], [1.45011, -1.37782, -5.42185], [1.88005, 0.99305, -5.97608], [2.15654, 2.63853, -4.17578], [3.23639, 5.18700, -2.18695], [2.24429, 7.05033, -3.41736], [-0.10163, 6.94139, -4.18745], [-1.44043, 4.90011, -3.74373], [-0.43968, 3.01291, -2.54204], [3.89903, 4.51433, -0.31108], [6.34954, 4.70492, -0.25177], [7.75113, 2.95533, -1.29839], [6.67219, 1.03275, -2.41918], [4.22985, 0.84565, -2.48445], [3.08734, -2.74020, -1.96098], [2.98472, -5.16393, -2.31272], [1.23465, -6.51232, -1.19982], [-0.31511, -5.43910, 0.38103], [-2.02522, -3.10576, 3.75949], [-4.15296, -4.26350, 4.18112], [-5.35289, -5.36908, 2.32167], [-4.42478, -5.27253, 0.03125], [-2.29342, -4.14469, -0.39498], [-0.56076, -5.23496, 2.97511], [1.08130, -6.38194, 4.38156], [3.24703, -5.31264, 4.90672], [3.74789, -3.05352, 4.01121], [2.10241, -1.90626, 2.60418], [-5.36545, -0.31407, 1.22406], [-4.24541, -1.06067, 1.94722], [-2.72208, -0.09531, 2.24359], [-1.83814, -1.27027, -1.01227], [-1.90356, -0.91486, -2.49591], [-2.37606, 0.79572, -2.89724], [-4.18362, 0.76145, -2.67518], [-4.63584, 0.95185, -1.22163], [-5.38340, -0.58646, -0.57849], [-5.33212, 0.75555, 1.42986], [-6.32637, -0.69884, 1.56749], [-4.00114, -1.97383, 1.40843], [-4.58562, -1.33424, 2.94647], [-1.43742, -2.29093, -0.99811], [-2.87179, -1.33316, -0.63820], [-2.62440, -1.54791, -3.02214], [-0.93663, -1.03401, -2.98038], [-4.55076, -0.18084, -3.08436], [-4.55174, 1.57229, -3.30150], [-5.38151, 1.74401, -1.14041], [-3.78371, 1.19265, -0.58981], [-1.28217, 1.69409, 0.11600], [-1.77572, 2.71971, 0.31419], [-2.43068, 3.95517, 0.47603], [-3.79645, 3.96534, 0.79492], [-4.46499, 5.16777, 0.90089], [-3.78523, 6.36421, 0.70584], [-2.42337, 6.35704, 0.42785], [-1.73950, 5.16472, 0.31858], [-4.30965, 3.02867, 0.96793], [-5.52087, 5.18082, 1.13436], [-4.31460, 7.30404, 0.78676], [-1.89258, 7.29051, 0.29678], [-0.67741, 5.15193, 0.11481]],
  "forces_ev_per_a": [[-1.4, -2.2, 1.7], [0.0, 0.0, 0.0], [0.1, 0.1, 0.0], [0.0, 0.0, -0.1], [-0.3, 0.0, -0.3], [0.1, 0.0, 0.0], [-0.1, 0.0, 0.0], [0.8, 0.1, 0.5], [-0.3, -0.2, -0.2], [0.0, 0.1, 0.0], [0.0, 0.0, 0.1], [0.0, 0.0, 0.0], [0.1, 0.1, 0.0], [0.0, 0.0, 0.0], [-0.1, 0.0, -0.1], [0.0, 0.0, 0.0], [0.0, 0.0, 0.0], [0.1, 0.0, 0.0], [-0.1, 0.0, -0.2], [-0.6, 0.3, 0.1], [1.4, -0.6, -0.8], [0.0, 0.4, 0.4], [-0.2, -0.1, 0.1], [0.0, -0.1, -0.1], [0.0, 0.1, -0.1], [0.0, -0.1, 0.1], [-0.1, -0.4, -0.1], [0.3, 0.2, -0.2], [-0.1, 0.0, 0.1], [-0.1, -0.1, 0.0], [0.0, 0.0, 0.0], [0.0, 0.1, 0.0], [-0.1, 0.0, 0.0], [0.0, 0.1, 0.2], [-0.1, 0.0, 0.2], [0.0, -0.2, 0.1], [0.0, 0.1, 0.0], [0.0, 0.0, 0.0], [0.0, -0.1, 0.0], [0.0, 0.1, 0.0], [-0.3, 0.3, 0.1], [0.2, -0.1, 0.2], [0.1, 0.0, 0.0], [-0.1, 0.0, 0.1], [0.0, 0.0, -0.1], [0.0, 0.0, -0.1], [0.3, -1.2, -0.3], [-0.1, 0.2, 0.0], [0.0, 0.0, 0.0], [0.0, 0.0, 0.0], [0.0, 0.0, 0.0], [-0.1, 0.0, 0.0], [0.1, 0.0, 0.0], [0.0, 0.3, 0.2], [-0.1, 0.1, 0.0], [0.0, -0.1, 0.0], [0.0, 0.0, 0.0], [0.1, 0.0, 0.0], [-0.1, -0.1, 0.0], [0.0, 0.0, 0.0], [0.0, 0.0, 0.0], [0.1, 0.0, -0.1], [-0.1, 0.1, 0.0], [0.0, 0.0, 0.0], [-0.1, 0.0, 0.0], [0.0, 0.0, 0.0], [0.0, 0.0, 0.0], [0.0, 0.0, 0.0], [0.0, 0.0, 0.0], [0.0, 0.0, 0.0], [0.0, 0.0, 0.0], [0.0, 0.0, 0.0], [0.1, 0.0, 0.0], [-0.1, 0.1, -0.1], [0.0, 0.0, 0.0], [0.0, 0.0, 0.0], [0.0, 0.0, 0.0], [0.0, 0.0, -0.1], [0.0, 0.0, 0.0], [0.0, 0.0, 0.0], [0.0, 0.0, 0.0], [-0.1, -0.1, 0.1], [0.0, 0.1, 0.2], [0.0, 0.0, 0.0], [0.0, 0.0, 0.0], [0.0, 0.0, 0.0], [0.0, 0.0, 0.0], [0.0, 0.0, 0.0], [0.0, 0.0, 0.0], [0.0, 0.0, 0.0], [0.0, 0.0, 0.0], [0.0, 0.0, 0.0], [0.0, 0.0, 0.0], [0.0, 0.0, 0.0], [0.0, 0.0, 0.0], [0.0, 0.0, 0.0], [0.0, 0.0, 0.0], [0.0, 0.0, 0.0], [0.0, 0.0, 0.0], [0.0, 0.0, 0.0], [0.1, 0.0, 0.0], [0.1, -0.2, -0.3], [0.1, 0.0, 0.0], [0.2, 0.4, 0.0], [0.8, -0.3, -0.8], [-0.3, 0.3, 0.1], [-0.1, 0.0, -0.2], [0.4, 0.0, 0.2], [-0.2, -0.2, 0.2], [0.0, 0.2, 0.0], [-0.1, 0.0, 0.0], [0.0, 0.1, 0.1], [-0.1, 0.0, 0.0], [0.0, 0.0, 0.0], [-0.2, 0.0, 0.1], [0.1, 0.1, 0.3], [0.1, -0.1, 0.0], [0.0, -0.1, 0.0], [-0.1, 0.1, -0.1], [-0.1, 0.0, 0.0], [0.1, 0.0, 0.0], [0.0, 0.0, 0.0], [-0.8, 2.8, -0.4], [0.6, -0.5, -0.5], [-0.5, 0.9, 0.2], [0.2, -0.3, 0.0], [-0.1, 0.2, 0.0], [0.1, -0.1, 0.0], [0.0, 0.2, 0.0], [0.1, -0.4, -0.1], [0.0, 0.0, -0.1], [0.0, 0.0, 0.0], [0.0, 0.0, 0.0], [0.0, 0.0, 0.0], [0.0, 0.0, -0.1]]
}

***

{
  "formula": "CH10N3Si",
  "method": "ωB97M-V with the def2-TZVPD basis set",
  "total_charge": 1,
  "multiplicity": 1,
  "e_above_lowest_kj_mol": 100.6,
  "homo_ev": -14.338,
  "gap_ev": 11.306,
  "symbols": ["C", "N", "N", "N", "Si", "H", "H", "H", "H", "H", "H", "H", "H", "H", "H"],
  "coordinates": [[-1.90706, -0.04854, 0.12918], [-0.83763, 0.63412, 0.16103], [-3.20938, 0.14725, 0.16432], [1.62645, -0.15240, 0.62515], [2.59547, -0.22743, -0.85674], [0.30156, 0.25885, 0.24970], [-0.89087, 1.63578, 0.11695], [-3.48961, 1.10516, 0.37653], [-3.96340, -0.61464, 0.15032], [1.17692, -1.02868, 0.91685], [-1.54923, -1.15184, 0.09430], [1.83542, 0.54193, 1.39595], [1.91501, 0.27485, -2.06395], [3.89449, 0.41498, -0.57882], [2.50186, -1.78940, -0.88079]],
  "forces_ev_per_a": [[0.8, -5.8, 0.0], [1.0, 2.3, -0.2], [-1.1, 0.6, 0.3], [-1.0, 1.5, 0.9], [0.1, -2.3, 0.3], [-1.0, 0.2, 0.1], [-0.2, 0.6, 0.1], [-0.5, -0.5, -0.3], [2.1, 1.6, 0.0], [1.1, 0.5, 0.4], [-1.5, 1.4, 0.0], [-0.3, -1.6, -1.1], [0.0, 0.3, 0.2], [-0.1, -0.1, -0.2], [0.6, 1.3, -0.5]]
}

***

{
  "formula": "C11H38N10O11",
  "method": "ωB97M-V with the def2-TZVPD basis set",
  "total_charge": 1,
  "multiplicity": 2,
  "e_above_lowest_kj_mol": 2.3,
  "homo_ev": [-11.923, -11.920],
  "s_squared": 0.767,
  "gap_ev": [9.223, 2.931],
  "symbols": ["C", "O", "N", "N", "H", "H", "H", "H", "C", "O", "N", "N", "H", "H", "H", "H", "C", "O", "N", "N", "H", "H", "H", "H", "C", "O", "N", "N", "H", "H", "H", "H", "C", "O", "N", "N", "H", "H", "H", "H", "C", "C", "O", "O", "H", "H", "H", "H", "H", "H", "C", "C", "O", "O", "H", "H", "H", "H", "H", "H", "C", "C", "O", "O", "H", "H", "H", "H", "H", "H"],
  "coordinates": [[-0.59982, 0.78972, 1.19342], [-1.52786, 0.16869, 0.69522], [0.09339, 1.77839, 0.69830], [-0.22142, 0.61243, 2.39119], [-0.16280, 2.14185, -0.20855], [0.72007, 2.20088, 1.36828], [-0.57515, -0.14270, 2.96107], [0.35347, 1.30786, 2.84503], [-4.30645, -1.90932, -2.55616], [-5.11304, -1.00589, -2.29769], [-3.25353, -2.25174, -1.77022], [-4.41406, -2.78836, -3.58258], [-2.73886, -3.12063, -1.78593], [-3.07860, -1.65206, -0.97657], [-3.86230, -3.62870, -3.48507], [-5.27836, -2.81863, -4.10428], [-2.26014, -2.04249, 3.26851], [-1.05267, -1.79238, 3.54475], [-2.98907, -3.05255, 3.68855], [-3.02697, -1.36048, 2.50805], [-2.44087, -3.84131, 4.00070], [-3.98247, -3.13859, 3.52774], [-2.51497, -0.79245, 1.84828], [-4.01814, -1.30247, 2.69327], [2.89691, 3.70764, -2.23432], [3.79421, 3.96739, -2.99176], [1.93387, 2.99498, -2.58312], [2.92392, 4.01188, -0.99354], [1.24372, 2.76932, -1.88107], [1.88044, 2.70537, -3.54923], [2.07853, 3.86736, -0.46013], [3.73967, 4.45886, -0.60002], [-1.76564, 3.91633, -1.69979], [-2.05009, 4.66235, -0.81349], [-2.03124, 2.66499, -1.75609], [-1.26701, 4.33740, -2.76995], [-1.85041, 2.18878, -2.62823], [-2.79011, 2.42056, -1.13604], [-1.20214, 3.84014, -3.64665], [-0.79434, 5.22990, -2.75855], [0.59081, -4.18303, 2.15182], [1.58962, -5.22901, 1.62668], [2.26676, -4.50063, 0.62227], [1.28116, -3.17693, 2.99118], [-0.20687, -4.70064, 2.68462], [0.25401, -3.56840, 1.31702], [1.13882, -6.13020, 1.21109], [2.15405, -5.52890, 2.50962], [2.11747, -3.61503, 0.96142], [0.65173, -2.48179, 3.19664], [0.82821, -1.25465, -3.72399], [-0.19441, -0.81813, -2.69304], [0.14368, -1.25817, -1.43727], [1.95982, -0.39912, -3.70101], [0.38102, -1.20507, -4.71679], [1.11632, -2.30430, -3.66630], [-1.17593, -1.27509, -2.81918], [-0.22307, 0.27089, -2.65680], [-0.38316, -0.78882, -0.78631], [2.57905, -0.96594, -3.23532], [3.87231, 1.96816, 2.90660], [2.98323, 2.99164, 2.17006], [1.65618, 3.01345, 2.76145], [3.49669, 0.65520, 2.59391], [3.59808, 2.12438, 3.94992], [4.95290, 2.07787, 2.81504], [2.92356, 2.54878, 1.17587], [3.30370, 4.02990, 2.08398], [1.74659, 3.58132, 3.53019], [4.10773, 0.02019, 2.21313]],
  "forces_ev_per_a": [[-3.1, -0.9, -3.9], [0.2, -0.1, -0.8], [0.9, 1.6, -1.6], [1.9, -0.6, 5.9], [0.0, 0.3, -0.4], [0.5, 1.1, -0.4], [-0.7, -1.7, 0.8], [0.7, 0.2, 0.5], [-1.8, 0.0, 0.6], [1.6, -0.8, -0.5], [1.2, 0.9, 1.6], [-0.2, -0.2, -0.8], [-0.3, 0.2, -0.3], [-0.1, -0.2, -0.1], [-0.4, 0.1, -0.5], [0.2, 0.0, 0.1], [1.3, -1.2, 1.6], [-1.1, 0.0, -0.8], [1.1, -3.4, 2.7], [-1.0, 4.6, -3.2], [-0.6, -0.1, 0.6], [0.6, -0.2, -0.2], [-0.9, 0.8, -0.1], [0.3, 0.1, -0.7], [4.8, 1.4, -2.2], [1.9, 1.0, -1.5], [-6.3, -3.9, -2.0], [-0.1, 1.6, 5.8], [-0.2, -0.4, -0.9], [-0.2, -0.2, 0.4], [0.6, 0.5, 0.3], [-0.4, 0.1, -0.1], [-1.5, 1.9, 1.5], [-0.4, 1.3, 3.5], [-1.1, -5.8, 1.3], [4.2, 3.5, -6.6], [-0.6, -0.4, 0.4], [-0.1, -0.7, -0.4], [0.0, 0.0, 0.4], [-0.4, 0.0, -0.1], [0.1, 0.4, 0.9], [-1.0, 1.4, 0.5], [0.8, -0.5, 0.1], [0.4, -1.7, -0.7], [-0.3, 0.4, 0.2], [-0.8, -0.6, -0.3], [-0.3, 0.2, -0.1], [0.7, 0.0, -0.2], [0.8, 0.5, -0.5], [-0.4, -0.2, 0.1], [-0.9, 0.3, -0.8], [-0.6, -0.4, -0.8], [1.6, -0.6, 2.4], [0.1, -0.8, 0.4], [-0.2, 0.4, -0.1], [0.0, -0.1, 0.6], [-0.3, 0.5, -1.2], [-0.2, 0.3, -0.6], [-0.2, -0.2, 0.0], [0.7, 0.6, 0.1], [0.2, 0.4, 0.7], [0.4, -1.1, -0.5], [0.3, -0.4, -0.5], [-1.7, -0.4, -0.2], [0.4, -0.1, 0.4], [-0.1, 0.5, -0.3], [-0.5, 0.4, -0.2], [0.5, -0.2, 0.2], [-0.4, 0.1, 0.2], [0.6, 0.7, 0.0]]
}

***

{
  "formula": "C5H14",
  "method": "ωB97M-V with the def2-TZVPD basis set",
  "multiplicity": 1,
  "e_above_lowest_kj_mol": 32.3,
  "homo_ev": -11.425,
  "smiles": "CCC.CC",
  "gap_ev": 12.517,
  "symbols": ["C", "C", "C", "H", "H", "H", "H", "H", "H", "H", "H", "C", "C", "H", "H", "H", "H", "H", "H"],
  "coordinates": [[1.51074, 0.54980, -0.41304], [2.39086, 0.05855, 0.73786], [1.62081, -0.69769, 1.80670], [2.13809, 0.86809, -1.25174], [0.91666, 1.42343, -0.15385], [0.83690, -0.22844, -0.75076], [3.22398, -0.50995, 0.34657], [2.80131, 0.94751, 1.22691], [0.79322, -0.13037, 2.24675], [1.17552, -1.61825, 1.42670], [2.25104, -0.87641, 2.68254], [-2.06306, -0.00648, -1.58560], [-3.14139, 0.06090, -0.45592], [-1.19130, -0.25686, -0.99590], [-2.15120, -0.68868, -2.42909], [-1.92382, 1.01527, -1.95386], [-3.02308, -0.82581, 0.16103], [-4.18731, 0.16172, -0.76041], [-2.86141, 0.90826, 0.16131]],
  "forces_ev_per_a": [[0.5, 0.1, -0.2], [-0.7, 1.0, 0.3], [-0.2, 0.0, 0.5], [-0.1, -0.1, 0.0], [-0.2, 0.0, 0.3], [0.0, -0.2, -0.2], [0.2, -0.3, 0.0], [0.3, -0.1, -0.1], [0.0, 0.3, -0.4], [0.2, -0.2, 0.1], [0.1, -0.5, -0.2], [-0.5, 0.9, 1.1], [0.4, -0.5, -0.8], [0.5, -0.1, -0.5], [-0.4, -0.1, 0.3], [0.1, -0.3, -0.3], [-0.3, -0.1, 0.1], [0.2, 0.0, -0.1], [-0.2, 0.2, 0.2]]
}